Record 1
Entry from the OMol25 dataset: a molecular structure, C43H50F9N4O9Ti at a distorted geometry (the ωB97M-V functional and the def2-TZVPD basis).

Each line ends with the Löwdin charge.
Cartesian coordinates (Å):
Ti -1.80 0.40 -1.43  1.141
C 3.88 -5.26 1.67  -0.058
C 3.71 -3.75 1.44  -0.548
C 3.81 -3.02 2.78  -0.028
C 4.84 -3.28 0.51  -0.038
C 2.37 -3.41 0.79  -0.112
C 2.14 -2.14 0.36  0.045
C 0.96 -1.81 -0.36  -0.107
N 0.63 -0.61 -0.78  0.174
C 1.21 0.56 -0.55  -0.156
C 2.04 0.93 0.52  0.030
C 2.74 2.10 0.44  -0.126
C 2.65 2.85 -0.76  0.042
C 1.77 2.61 -1.79  -0.067
C 0.87 1.50 -1.63  -0.227
O -0.15 1.23 -2.33  -0.041
C 1.82 3.54 -3.01  -0.528
C 0.77 3.18 -4.06  -0.041
C 1.59 4.99 -2.57  -0.031
C 3.21 3.41 -3.66  -0.037
C 3.64 2.52 1.60  -0.547
C 4.34 3.86 1.34  -0.057
C 4.70 1.44 1.82  -0.033
C 2.78 2.67 2.86  -0.028
C 0.10 -2.94 -0.84  -0.259
O -0.54 -2.80 -1.85  0.149
C 0.21 -4.21 -0.10  -0.063
C 1.33 -4.40 0.64  0.058
C -0.87 -5.27 -0.29  -0.534
C -0.68 -6.45 0.66  -0.060
C -2.24 -4.62 0.00  -0.021
C -0.83 -5.78 -1.74  -0.028
H 4.88 -5.46 2.04  0.088
H 3.75 -5.81 0.74  0.094
H 3.17 -5.63 2.41  0.086
H 4.78 -3.24 3.25  0.091
H 3.02 -3.34 3.46  0.094
H 3.73 -1.94 2.65  0.067
H 5.80 -3.56 0.93  0.088
H 4.83 -2.20 0.38  0.073
H 4.74 -3.73 -0.48  0.096
H 2.88 -1.36 0.50  0.101
H 2.07 0.28 1.38  0.115
H 3.31 3.70 -0.87  0.098
H -0.23 3.34 -3.66  0.061
H 0.85 2.15 -4.38  0.098
H 0.90 3.82 -4.94  0.098
H 0.60 5.09 -2.12  0.085
H 1.64 5.65 -3.43  0.092
H 2.34 5.32 -1.85  0.075
H 3.37 2.38 -4.00  0.094
H 4.01 3.67 -2.97  0.077
H 3.28 4.07 -4.52  0.089
H 5.06 3.78 0.52  0.090
H 4.89 4.15 2.24  0.089
H 3.63 4.65 1.12  0.087
H 5.30 1.30 0.92  0.094
H 4.24 0.49 2.09  0.064
H 5.37 1.73 2.64  0.091
H 2.04 3.47 2.73  0.083
H 3.41 2.93 3.71  0.089
H 2.24 1.75 3.10  0.085
H 1.47 -5.35 1.13  0.095
H -0.63 -6.12 1.70  0.090
H 0.23 -7.01 0.43  0.085
H -1.52 -7.13 0.56  0.089
H -2.29 -4.33 1.05  0.089
H -3.03 -5.34 -0.20  0.092
H -2.41 -3.75 -0.62  0.085
H 0.16 -6.15 -1.99  0.091
H -1.08 -4.98 -2.43  0.079
H -1.55 -6.59 -1.86  0.089
O -2.43 -0.92 -2.43  -0.249
O -3.41 -0.41 -1.59  -0.304
C -1.12 5.09 1.79  -0.006
N -1.70 3.88 1.25  -0.104
C -2.94 3.37 1.53  -0.026
C -3.04 2.20 0.85  -0.084
N -1.87 1.97 0.16  0.004
C -1.10 3.00 0.42  -0.102
H -1.90 5.83 1.94  0.095
H -0.39 5.48 1.09  0.091
H -0.63 4.89 2.74  0.092
H -3.64 3.89 2.16  0.126
H -3.87 1.51 0.80  0.120
H -0.10 3.15 0.04  0.132
O -0.66 0.02 2.05  0.071
C -1.59 -0.52 1.46  -0.546
O -1.71 -0.61 0.17  -0.169
C -2.70 -1.17 2.23  -0.112
C -2.50 -1.52 3.56  0.003
C -3.52 -2.10 4.29  0.011
C -4.75 -2.31 3.67  -0.144
C -4.97 -1.96 2.35  0.024
C -3.94 -1.39 1.62  0.010
N -5.83 -2.93 4.44  -0.353
O -5.60 -3.25 5.59  0.072
O -6.89 -3.10 3.88  0.078
H -1.53 -1.33 4.01  0.119
H -3.39 -2.39 5.32  0.118
H -5.94 -2.15 1.91  0.122
H -4.07 -1.13 0.58  0.112
F -4.81 3.74 -1.75  0.154
C -4.83 2.60 -2.48  -0.536
F -5.11 1.63 -1.61  0.165
F -5.84 2.69 -3.35  0.172
C -3.44 2.39 -3.17  -0.237
O -2.51 1.99 -2.25  -0.200
C -2.99 3.77 -3.76  -0.535
F -2.39 4.51 -2.81  0.153
F -2.10 3.62 -4.75  0.152
F -4.01 4.49 -4.24  0.165
C -3.59 1.41 -4.39  -0.541
F -2.41 0.85 -4.67  0.168
F -4.49 0.45 -4.19  0.186
F -3.99 2.06 -5.51  0.155

2S+1	2
LUMO level (alpha / beta)	-2.0 / -3.0	eV
expectation value of S²	0.89
E_tot	-117362.000	eV

=====

Record 2
Entry from the OMol25 dataset: 2 unconnected molecules or ions with the total composition C43H50O3P at a distorted geometry (the ωB97M-V functional and the def2-TZVPD basis).

Each line ends with the Löwdin charge.
Cartesian coordinates (Å):
C -5.24 3.18 -1.44  -0.050
C -4.42 2.16 -2.18  -0.262
C -3.79 1.13 -1.48  -0.005
C -3.01 0.17 -2.14  -0.190
C -2.41 -0.89 -1.25  -0.045
C -2.86 0.24 -3.54  -0.125
C -2.04 -0.78 -4.32  -0.310
C -2.67 -2.18 -4.28  -0.035
C -0.54 -0.83 -3.91  -0.138
C 0.18 0.44 -3.99  0.145
C 1.48 0.71 -3.54  -0.090
C 2.02 2.03 -3.74  -0.163
C 1.21 3.10 -4.40  -0.032
C 3.31 2.32 -3.33  0.021
C 4.11 1.37 -2.69  -0.199
C 5.50 1.72 -2.26  -0.015
C 3.59 0.09 -2.47  0.024
C 2.32 -0.27 -2.88  -0.130
C 1.88 -1.67 -2.58  -0.025
C -3.52 1.27 -4.24  -0.216
C -3.42 1.37 -5.74  -0.048
C -4.28 2.21 -3.56  -0.004
H -5.66 3.91 -2.14  0.077
H -6.06 2.72 -0.89  0.088
H -4.63 3.73 -0.71  0.087
H -3.91 1.06 -0.40  0.122
H -1.92 -1.70 -1.79  0.045
H -1.67 -0.45 -0.56  0.054
H -3.19 -1.35 -0.62  0.104
H -2.03 -0.49 -5.38  0.116
H -3.70 -2.12 -4.66  0.097
H -2.12 -2.88 -4.92  0.087
H -2.72 -2.59 -3.27  0.073
H -0.49 -1.19 -2.88  0.090
H -0.05 -1.59 -4.55  0.151
H -0.35 1.23 -4.53  0.127
H 1.78 4.04 -4.40  0.091
H 0.96 2.87 -5.44  0.102
H 0.27 3.30 -3.86  0.103
H 3.70 3.33 -3.50  0.136
H 5.98 0.86 -1.79  0.088
H 6.11 2.04 -3.11  0.105
H 5.49 2.55 -1.54  0.104
H 4.21 -0.65 -1.96  0.132
H 2.73 -2.23 -2.17  0.094
H 1.10 -1.71 -1.81  0.091
H 1.54 -2.21 -3.47  0.093
H -4.01 2.23 -6.08  0.082
H -2.39 1.53 -6.09  0.076
H -3.82 0.48 -6.25  0.093
H -4.78 3.00 -4.13  0.119
C -0.21 -6.97 2.99  -0.065
O -0.82 -5.83 3.64  -0.087
C -0.55 -4.60 3.14  -0.266
C -1.04 -3.50 3.87  0.008
C -0.76 -2.22 3.44  -0.074
C 0.00 -1.99 2.28  -0.403
P 0.50 -0.33 1.69  1.052
C -0.39 0.67 2.95  -0.402
C 0.18 1.09 4.16  -0.078
C -0.56 1.77 5.10  0.007
C -1.92 2.04 4.85  -0.265
O -2.61 2.69 5.83  -0.087
C -4.03 2.87 5.64  -0.064
C -2.52 1.64 3.63  -0.022
C -1.75 0.95 2.70  -0.110
C 2.18 -0.27 2.45  -0.411
C 2.94 0.89 2.20  -0.122
C 4.18 1.05 2.79  -0.030
C 4.68 0.04 3.65  -0.268
O 5.87 0.13 4.30  -0.088
C 6.59 1.38 4.19  -0.065
C 3.92 -1.13 3.89  0.006
C 2.69 -1.27 3.30  -0.078
C 0.48 -3.10 1.55  -0.121
C 0.21 -4.39 1.96  -0.025
H -0.52 -7.81 3.61  0.094
H -0.59 -7.08 1.97  0.093
H 0.88 -6.87 2.98  0.097
H -1.63 -3.68 4.77  0.124
H -1.13 -1.39 4.04  0.104
H 1.22 0.87 4.40  0.105
H -0.13 2.10 6.04  0.123
H -4.36 3.34 6.56  0.094
H -4.23 3.52 4.77  0.093
H -4.54 1.90 5.50  0.097
H -3.57 1.85 3.43  0.101
H -2.22 0.61 1.77  0.089
H 2.55 1.68 1.57  0.102
H 4.77 1.95 2.60  0.099
H 7.45 1.24 4.84  0.094
H 6.91 1.56 3.16  0.091
H 5.97 2.23 4.54  0.098
H 4.33 -1.89 4.54  0.123
H 2.11 -2.16 3.52  0.105
H 1.09 -2.95 0.66  0.093
H 0.58 -5.25 1.39  0.101

LUMO level	-5.2	eV
charge	+1
E_tot	-60826.422	eV

=====

Q: Which of these has the highest E_tot?
A: C43H50O3P

=====

Q: E_tot of number 1 (C43H50F9N4O9Ti)?
A: -117362.000 eV

=====

Q: What is the E_tot in the second record?
A: -60826.422 eV

=====

Q: The highest E_tot belongs to which entry?
A: C43H50O3P